No. 1
Below is a structure of composition C26H24N7OOs, with properties calculated with ωB97M-V/def2-TZVPD.

- E_LUMO (spin up / spin down): -0.3613 / -0.4383 hartree
- ⟨S²⟩: 6.045
- HOMO energy (spin up / spin down): -16.850 / -17.278 eV
- Calculated total energy: -1553.3613 a.u.
- Net charge: +3
- Multiplicity: 5
- HOMO-LUMO gap (spin up / spin down): 7.02 / 5.35 eV

Element x y z (Å)
Os 0.11 0.69 0.08
C 4.42 -2.70 4.58
C 3.31 -1.99 3.89
C 1.97 -2.30 4.17
C 0.96 -1.65 3.52
C 1.22 -0.65 2.55
N 0.15 0.00 1.97
C -1.00 0.25 2.72
C -0.85 0.70 4.05
C -1.94 0.98 4.84
C -3.24 0.86 4.34
C -4.43 1.20 5.17
C -3.40 0.44 3.01
C -2.32 0.14 2.21
N -2.57 -0.36 0.90
C -3.63 -1.08 0.48
C -3.50 -1.29 -0.88
C -2.33 -0.66 -1.23
N -1.76 -0.09 -0.15
C 2.57 -0.37 2.22
C 3.58 -1.04 2.89
N 2.96 0.57 1.22
C 4.19 1.06 1.00
C 4.20 1.74 -0.20
C 2.92 1.63 -0.68
N 2.14 0.94 0.18
H 4.17 -2.87 5.63
H 5.36 -2.16 4.51
H 4.57 -3.68 4.12
H 1.74 -3.08 4.88
H -0.07 -1.92 3.71
H 0.15 0.83 4.44
H -1.79 1.32 5.85
H -4.22 1.06 6.23
H -5.30 0.61 4.90
H -4.69 2.25 5.03
H -4.40 0.37 2.60
H -4.39 -1.41 1.17
H -4.18 -1.83 -1.52
H -1.85 -0.59 -2.20
H 4.61 -0.86 2.64
H 4.99 0.90 1.71
H 5.04 2.24 -0.66
H 2.49 2.03 -1.59
N -0.42 7.85 -0.35
C -0.40 6.91 -1.31
O -0.40 7.12 -2.50
C -0.37 5.45 -0.86
C -0.62 4.52 -1.87
C -0.58 3.18 -1.59
N -0.29 2.72 -0.34
C -0.04 3.61 0.64
C -0.09 4.97 0.41
H -0.45 8.81 -0.64
H -0.48 7.65 0.63
H -0.83 4.87 -2.87
H -0.79 2.43 -2.34
H 0.19 3.21 1.62
H 0.13 5.64 1.24

***

No. 2
Below is a structure of composition C26H25BiF4N4O6S2, with properties calculated with ωB97M-V/def2-TZVPD.

- E_LUMO: 0.1701 hartree
- ΔE to the lowest compared entry with this formula, charge and spin: 23.8 kJ/mol
- HOMO energy: -1.570 eV
- Calculated total energy: -3086.7926 a.u.
- Net charge: -2
- HOMO-LUMO gap: 6.20 eV

Element x y z (Å)
Bi -1.39 -1.00 -0.81
C -0.74 2.39 1.50
C -1.90 2.47 0.52
N -1.52 2.20 -0.87
C -2.71 2.39 -1.71
C -2.47 2.13 -3.19
C -0.40 3.02 -1.33
C 0.67 2.19 -2.05
N 1.30 1.20 -1.22
C 2.33 1.53 -0.49
C 3.08 0.48 0.16
F 2.69 -0.79 -0.07
C 4.18 0.69 0.94
F 4.81 -0.39 1.47
C 4.70 1.95 1.22
C 4.00 2.99 0.63
F 4.41 4.27 0.87
C 2.89 2.82 -0.17
F 2.29 3.97 -0.61
H -1.12 2.28 2.52
H -0.12 3.29 1.49
H -0.10 1.55 1.27
H -2.37 3.48 0.60
H -2.68 1.75 0.79
H -3.08 3.43 -1.60
H -3.50 1.74 -1.34
H -1.85 2.90 -3.65
H -3.44 2.10 -3.70
H -2.01 1.16 -3.36
H 0.08 3.52 -0.49
H -0.76 3.81 -2.00
H 1.38 2.91 -2.50
H 0.20 1.66 -2.89
H 5.55 2.11 1.85
O -1.84 0.06 3.83
C -0.55 -0.10 4.19
C -0.17 0.36 5.46
C 1.14 0.23 5.87
C 2.09 -0.34 5.05
C 1.72 -0.80 3.80
C 0.40 -0.71 3.36
C 0.03 -1.23 2.02
O -1.02 -0.70 1.46
N 0.76 -2.18 1.51
N 0.28 -2.52 0.27
C 0.92 -3.42 -0.37
C 0.46 -3.96 -1.63
C 1.32 -4.77 -2.38
C 0.91 -5.39 -3.54
C -0.41 -5.22 -3.96
C -1.29 -4.45 -3.23
C -0.89 -3.79 -2.05
O -1.77 -3.09 -1.38
H -1.88 -0.14 2.87
H -0.93 0.82 6.08
H 1.42 0.61 6.85
H 3.13 -0.40 5.36
H 2.44 -1.24 3.12
H 1.83 -3.83 0.08
H 2.34 -4.89 -2.03
H 1.59 -6.00 -4.12
H -0.76 -5.70 -4.86
H -2.32 -4.30 -3.54
O -3.00 -0.92 -2.79
S -4.34 -1.03 -2.17
O -5.17 0.14 -2.38
O -4.99 -2.29 -2.44
S -3.82 -1.01 -0.10

***

No. 3
Below is a structure of composition C26H25BrCl2F6N3O2SbTl in a non-equilibrium geometry, with properties calculated with ωB97M-V/def2-TZVPD.

- E_LUMO (spin up / spin down): 0.1429 / 0.1181 hartree
- ΔE to the lowest compared entry with this formula, charge and spin: 172.4 kJ/mol
- ⟨S²⟩: 0.786
- HOMO energy (spin up / spin down): -2.060 / -2.010 eV
- Calculated total energy: -5826.9272 a.u.
- Net charge: -2
- Multiplicity: 2
- HOMO-LUMO gap (spin up / spin down): 5.95 / 5.22 eV

Element x y z (Å)
Tl 12.23 10.68 8.14
C 14.18 14.11 10.08
C 13.62 12.71 10.37
O 14.50 11.67 10.95
C 12.35 12.78 11.10
C 11.32 11.87 11.09
C 10.18 12.20 12.06
N 11.18 10.86 10.32
N 10.21 9.92 10.67
C 10.13 8.88 9.85
O 10.82 8.62 8.84
C 9.00 7.89 10.26
C 9.08 6.63 9.64
C 8.28 5.62 10.02
C 7.15 5.85 10.86
C 7.02 7.10 11.34
C 7.92 8.15 11.10
H 13.91 14.43 9.08
H 15.27 14.09 10.10
H 13.93 14.83 10.85
H 12.23 13.76 11.56
H 10.41 13.07 12.65
H 9.85 11.33 12.65
H 9.29 12.38 11.44
H 9.79 6.62 8.81
H 8.32 4.67 9.54
H 6.39 5.02 10.95
H 6.20 7.42 12.02
H 7.77 9.10 11.54
C 16.75 7.80 7.84
C 15.42 7.42 7.21
C 14.81 6.15 7.43
C 13.58 5.94 6.83
C 13.10 6.91 5.96
Br 11.29 6.59 5.21
N 13.67 8.04 5.72
C 14.74 8.35 6.45
H 17.11 8.72 7.46
H 17.43 6.93 7.64
H 16.67 7.97 8.90
H 15.24 5.37 8.07
H 13.04 5.01 6.95
H 15.10 9.31 6.26
Cl 13.01 8.26 13.22
C 12.90 8.91 11.57
Cl 14.22 8.29 10.51
H 13.11 9.98 11.54
H 11.96 8.60 11.12
F 4.78 13.56 5.95
Sb 6.33 14.34 5.04
F 5.35 15.80 4.49
F 5.91 13.32 3.49
F 7.48 12.86 5.63
F 7.88 15.07 4.16
F 6.84 15.47 6.54
C 14.17 11.56 9.58
C 15.25 11.77 8.66
C 15.15 12.54 7.49
C 16.16 12.64 6.58
C 17.39 12.05 6.82
C 17.55 11.39 7.99
C 16.50 11.27 8.97
H 14.13 12.96 7.27
H 16.00 13.10 5.58
H 18.23 12.19 6.13
H 18.50 10.81 8.28
H 16.53 10.54 9.78